The following is a quantum chemistry calculation of C44H51CsN6O3P2S4 as an isolated structure in a non-equilibrium geometry, from OMol25.

Calculated values
Net charge: -2
Gap between HOMO and LUMO in eV: 4.5
Calculated total energy in a.u.: -4557.17996
Highest occupied orbital energy in eV: -0.95
Relative energy (zero: lowest compared OMol25 entry of this formula, charge and spin) in eV: 2.866

Geometry as XYZ:
```
111
C44H51CsN6O3P2S4 | OMol25 | ωB97M-V with the def2-TZVPD basis set
Cs 0.08106 -0.38954 0.38750
C 2.99710 -1.18538 5.72556
S 4.22869 -0.67530 4.50484
C 3.09643 0.02869 3.26691
S 3.22616 -0.55290 1.68946
N 2.33467 0.95353 3.81942
N 1.27543 1.36893 3.04310
C 0.73346 2.43382 3.48972
C -0.50308 3.00114 2.89095
C -1.15935 4.04234 3.54490
C -2.32772 4.55029 2.99936
C -2.81279 4.00932 1.82068
C -2.08881 2.98149 1.22826
N -0.96292 2.49884 1.74373
H 3.52883 -1.59475 6.58658
H 2.34488 -1.95449 5.31098
H 2.40272 -0.32796 6.03427
H 1.14785 2.93039 4.36992
H -0.75663 4.43045 4.47268
H -2.85691 5.35588 3.49532
H -3.72567 4.36711 1.36321
H -2.40424 2.52794 0.29417
O -1.54589 -1.67184 1.77506
P -1.74173 -3.12165 1.45667
C -2.20302 -3.60881 -0.20445
P -1.17762 -2.81363 -1.64531
O 0.09948 -1.96968 -1.46926
C -0.07974 -4.53309 -1.62286
C 1.29437 -4.50613 -1.36747
C 2.06908 -5.66613 -1.33828
C 1.48779 -6.90686 -1.56494
C 0.12388 -6.96737 -1.83327
C -0.62988 -5.79854 -1.86634
C -1.73877 -3.32764 -3.32656
C -2.91317 -4.03363 -3.59054
C -3.27217 -4.35348 -4.89184
C -2.47206 -3.95900 -5.96219
C -1.30913 -3.24223 -5.70623
C -0.94323 -2.93865 -4.40082
C -0.28030 -4.12397 1.84258
C -0.33481 -5.51413 1.71516
C 0.81064 -6.26836 1.90850
C 2.01670 -5.63802 2.20797
C 2.07618 -4.25922 2.32977
C 0.92213 -3.50223 2.15818
C -3.09171 -3.79720 2.49010
C -4.39191 -3.38886 2.18090
C -5.46624 -3.82486 2.94087
C -5.25679 -4.67025 4.02531
C -3.96748 -5.06054 4.35480
C -2.88974 -4.62243 3.59085
H -3.22394 -3.26954 -0.36956
H -2.16104 -4.70272 -0.20172
H 1.75369 -3.54152 -1.18749
H 3.13272 -5.59586 -1.13204
H 2.08263 -7.81322 -1.52508
H -0.35104 -7.92491 -2.02569
H -1.68580 -5.88213 -2.11582
H -3.57444 -4.29688 -2.77211
H -4.19124 -4.89977 -5.07638
H -2.75076 -4.21043 -6.97901
H -0.68219 -2.91478 -6.52912
H -0.03533 -2.37937 -4.19913
H -1.26328 -6.00580 1.45000
H 0.77411 -7.34445 1.79008
H 2.91844 -6.22883 2.32307
H 3.01024 -3.75060 2.53966
H 0.96105 -2.42527 2.26115
H -4.55423 -2.71366 1.34670
H -6.46906 -3.50290 2.68708
H -6.09786 -5.02046 4.61223
H -3.79536 -5.70427 5.20924
H -1.88418 -4.92468 3.85678
O 5.14057 2.17826 -1.12573
S 4.09060 1.11873 -1.35241
C 4.66254 0.16631 -2.78057
C 4.73052 1.19766 -3.90006
C 3.38577 1.94612 -3.85789
C 2.82715 1.83793 -2.42304
H 3.91082 -0.60716 -2.96223
H 5.61402 -0.29582 -2.52006
H 4.93189 0.74824 -4.87368
H 5.54152 1.88895 -3.66889
H 2.67332 1.49423 -4.55034
H 3.51210 2.98704 -4.15551
H 1.96403 1.16896 -2.36326
H 2.55019 2.78206 -1.96196
C 1.80970 5.68818 -1.07138
C 1.24633 4.92734 0.11480
N 0.89494 3.60355 -0.34498
C 0.15398 3.41072 -1.50129
N -0.58874 2.37593 -1.55281
C -1.28606 2.04242 -2.78683
C -0.65545 2.70806 -4.00285
C -0.44895 4.18208 -3.70389
N 0.40210 4.31844 -2.53505
C 0.78078 5.67742 -2.18958
H 2.72099 5.18991 -1.41194
H 2.05310 6.71666 -0.79674
H 0.37731 5.46786 0.52510
H 1.98084 4.83027 0.91414
H 0.55337 2.93056 0.32878
H -2.33489 2.34719 -2.69865
H -1.31138 0.95516 -2.88147
H -1.28274 2.58209 -4.88804
H 0.31955 2.25603 -4.20776
H -1.42544 4.66592 -3.53974
H 0.03757 4.70314 -4.53359
H -0.10176 6.26163 -1.87624
H 1.17445 6.15231 -3.09186
S -2.63640 -1.15959 -1.68087
```

These are the Mulliken partial charges, in e, on atoms 1 to 8:
1. Cs 1.229
2. C -0.657
3. S -0.147
4. C 0.203
5. S -0.143
6. N -1.064
7. N 0.864
8. C -1.048